1.
The following is a DFT calculation (ωB97M-V with the def2-TZVPD basis set) of C28H44I2N2O2S2SbSi3W as an isolated structure.

Properties
**Spin multiplicity**: 4
**HOMO energy (alpha / beta)**: -11.793 / -11.851 eV
**Maximum force**: 0.0202 hartree/bohr
**LUMO level (alpha / beta)**: -5.3 / -5.7 eV
**Net charge**: +2

```
85
C28H44I2N2O2S2SbSi3W (ωB97M-V with the def2-TZVPD basis set)
W 1.1017 0.5223 -0.6301
I 3.7955 0.2216 0.1406
I 0.9428 -0.0691 2.0804
Sb -1.0754 2.2658 2.0730
S 2.5720 -7.8944 -3.9974
S -2.7869 -0.0109 -3.0264
Si -1.2548 3.0926 4.5665
Si 0.9335 3.8211 1.5015
Si -3.5730 1.1125 1.9439
O 1.5311 1.2663 -2.5696
O 1.9773 -10.3084 -3.2714
N 1.2351 0.7642 -3.7766
N -0.9318 0.6107 -1.4146
C 0.4092 3.4780 5.3147
C 1.3680 -0.9407 -5.3944
C 0.3001 1.1357 -5.9077
C 0.6822 -0.1420 -6.2954
C -1.5443 1.7926 -1.7832
C 2.9296 -1.1598 1.5328
C 2.4743 -8.9862 -1.3434
C -2.2635 4.6662 4.4972
C -2.5685 1.6440 -2.6537
C 0.3815 5.5810 1.7308
C -1.5112 -0.4195 -1.9968
C 0.5909 1.5729 -4.6362
C 3.2047 -5.3861 -3.1351
C -4.2998 0.6830 0.3042
C 2.2430 -9.2442 -2.8063
C 2.3963 3.3190 2.5382
C 1.4754 3.5770 -0.2960
C 0.7540 -4.9487 -1.8988
C 1.3993 -2.6101 -1.4575
C 1.0264 -6.1728 -2.4770
C 2.2513 -6.4019 -3.1068
C -2.0492 1.7806 5.6348
C -4.5827 2.4164 2.7865
C -3.0787 -0.3899 2.9049
C 1.6952 -3.9156 -1.9598
C 1.6465 -0.4632 -4.1313
C 2.9286 -4.1512 -2.5751
C 1.1738 -1.4639 -1.0958
H 0.2225 3.8518 6.3258
H -0.1969 -4.7794 -1.4106
H 0.2128 5.8173 2.7821
H -5.2397 0.1670 0.5314
H 1.7091 -1.9314 -5.6592
H -2.5984 -1.1206 2.2517
H 1.8965 -9.7028 -0.7641
H -3.9773 -0.8567 3.3232
H -1.7119 5.4612 3.9929
H -1.1894 2.7253 -1.3716
H 3.0200 2.6114 1.9915
H -3.1960 2.4106 -3.0778
H 3.6266 -1.3141 2.3512
H -1.1629 -1.4327 -1.8622
H -3.2136 4.5482 3.9820
H 2.4991 3.9423 -0.4145
H 1.5505 2.5300 -0.6443
H 2.1415 2.8698 3.4933
H 1.1527 6.2641 1.3629
H 0.8468 4.0969 -1.0195
H 2.9935 4.2140 2.7363
H -5.6416 2.1416 2.7353
H -3.0740 1.5339 5.3616
H 2.2418 -7.9691 -1.0423
H 1.0359 2.5897 5.4091
H -0.5417 5.7800 1.1860
H 3.6768 -3.3680 -2.5929
H -3.6869 -0.0027 -0.2756
H 2.1813 -1.0123 -3.3726
H -4.5400 1.5600 -0.2960
H 0.2812 -6.9575 -2.4514
H -2.4770 5.0114 5.5130
H -2.0686 2.1547 6.6623
H -4.4665 3.3757 2.2833
H -2.4035 -0.1629 3.7254
H -4.3237 2.5356 3.8352
H 4.1656 -5.5718 -3.5965
H -1.4623 0.8601 5.6405
H 2.7134 -2.0567 0.9625
H 0.9665 4.2488 4.7840
H 3.5353 -9.1625 -1.1549
H -0.2114 1.8028 -6.5861
H 0.4605 -0.5015 -7.2906
H 0.3539 2.5531 -4.2530
```

2.
The following is a DFT calculation (ωB97M-V with the def2-TZVPD basis set) of C28H45BN7Pb as an isolated structure.

Properties
**Spin multiplicity**: 2
**HOMO energy (alpha / beta)**: -5.132 / -7.544 eV
**Maximum force**: 0.1144 hartree/bohr
**LUMO level (alpha / beta)**: 0.3 / 0.2 eV
**Net charge**: 0

```
82
C28H45BN7Pb (ωB97M-V with the def2-TZVPD basis set)
Pb -1.8323 1.2256 2.3678
N -0.0035 0.4797 4.3923
N -1.7249 2.7314 -0.0368
N 0.7131 0.1286 -2.1985
N -3.5560 0.1382 0.6733
N 2.2606 2.2754 0.1681
N 2.3000 -1.8240 -0.0469
N -2.1046 -4.1340 0.7872
C -4.2919 -0.6819 0.2938
C 4.0006 -2.7859 0.9933
C 2.1050 3.5611 -0.2518
C -5.1707 -1.7401 -0.2479
C 1.8749 0.0061 6.1475
C -2.4337 5.9413 -2.0213
C -0.1547 -0.7111 -4.0741
C 3.6100 1.9956 0.1079
C 3.7696 -0.4293 4.4997
C 0.8177 0.2944 5.1661
C 1.4415 0.6941 -3.2433
C -0.8759 -3.5263 0.7143
C 2.8616 -2.6315 -0.9463
C 2.8142 -1.0228 5.5324
C 4.3300 3.1586 -0.2042
C -0.3254 -0.5926 -2.7057
C -1.7737 3.0991 -1.1765
C 0.0290 -4.4384 0.2011
C -1.4550 4.9863 -2.7960
C -1.8757 3.5359 -2.5744
C 3.3363 4.1054 -0.4248
C -0.6553 -5.5992 -0.0232
C -1.9211 -5.4185 0.4037
C -5.9958 -1.1416 -1.4557
C -5.1551 -0.6690 -2.6483
C 0.9950 0.0913 -4.3742
C 2.9144 -1.9476 1.1685
C 3.9267 -3.2637 -0.3592
B 0.1249 0.3316 0.9574
H -1.4541 2.8022 -3.2615
H 0.0746 1.3346 1.3520
H 3.9792 1.0051 0.3295
H 2.4259 0.9290 6.3286
H -5.9074 -2.0736 0.4829
H -4.4605 0.1185 -2.3561
H 5.3854 3.3855 -0.2361
H -2.7350 -6.1091 0.5685
H -0.9044 0.0793 0.7550
H 1.3939 -0.3075 7.0740
H 3.5380 -1.3821 6.2639
H 2.2991 1.3153 -3.0312
H -6.7246 -0.3664 -1.2189
H 4.4108 0.2692 5.0373
H -2.9275 3.5734 -2.8580
H -4.6461 -1.5386 -3.0639
H 1.5644 -1.1520 -0.2124
H -6.6979 -1.8962 -1.8105
H 1.3542 0.2092 -5.3858
H 2.1978 -1.8228 5.1224
H 4.6833 -2.9718 1.8091
H -2.2990 6.9134 -2.4955
H -1.5916 5.0942 -3.8720
H 2.5334 -1.4153 2.0275
H -2.9745 -3.7281 1.1010
H -0.3238 -6.4769 -0.5581
H -3.4518 5.5682 -2.1323
H 0.7648 0.1738 0.1030
H -0.7764 -2.4656 0.8916
H 4.6481 -3.9606 -0.7597
H -1.1068 -0.9557 -2.0546
H -0.7188 -1.2936 -4.7875
H 1.5334 1.5962 0.3413
H 0.4669 -0.2746 1.7818
H 4.3728 -1.2565 4.1257
H -0.4439 5.2653 -2.4994
H -4.5661 -2.6062 -0.5173
H 2.4896 -2.6726 -1.9594
H 3.4322 5.1593 -0.6408
H 1.0462 -4.2945 -0.1320
H 3.1724 -0.0171 3.6863
H 0.8568 0.4384 -1.2480
H -5.8308 -0.4383 -3.4719
H 1.1290 3.9970 -0.4066
H -2.1312 6.0266 -0.9776
```

3.
The following is a DFT calculation (ωB97M-V with the def2-TZVPD basis set) of a 5-piece molecular cluster, C28H45ClN3O16PS overall.

Properties
**Spin multiplicity**: 1
**HOMO energy**: -8.230 eV
**Maximum force**: 0.0966 hartree/bohr
**SMILES string**: [H]/N=C\C[C@]1(CCCCCCCC)[C@H](CC(=O)Cl)C(=O)N[C@]1(S)P(=N)(O)O.O=C1OCCO1.O=C1OCCO1.O=C1OCCO1.O=C1OCCO1
**LUMO level**: 0.0 eV
**Net charge**: 0

```
95
C28H45ClN3O16PS (ωB97M-V with the def2-TZVPD basis set)
Cl -1.0220 0.8137 3.5011
S -3.9598 2.2358 -2.8998
P -4.8886 0.0466 -1.1182
O 5.5764 -2.3133 -1.0031
O 1.3219 -2.9387 -0.9668
O -5.7055 -0.2382 0.2611
O -3.7897 -1.1578 -1.2835
O -6.0927 2.9598 1.5019
O -3.3800 7.4804 4.2870
O 4.2649 -7.3169 -1.1925
O -0.8289 -2.5998 -1.5350
O -1.6892 7.9637 2.8725
O 3.5009 -8.9636 -2.5038
O 3.5826 -6.8559 -3.2931
O 5.8520 -2.2005 1.2362
O -2.6327 2.7409 3.8703
O -3.0735 6.2334 2.4500
O 0.0964 -4.6528 -1.7204
O 7.3296 -3.3302 -0.0385
N -5.2678 2.5926 -0.6697
N -0.9619 1.1180 -2.3582
N -5.8771 -0.0377 -2.3256
C -2.9261 2.0655 -0.1551
C -4.5261 6.6330 4.1811
C 6.4378 -2.7349 -2.0633
C 2.0466 -0.4177 0.9707
C -1.8909 0.9362 -0.0304
C -5.2418 2.6827 0.7577
C 1.4257 3.8419 0.0509
C -1.1394 3.9158 0.4347
C 1.5374 2.3599 -0.3745
C -4.1323 1.7819 -1.1323
C 4.1208 -8.4652 -0.3528
C 0.1071 -3.3294 -1.4196
C 4.0606 -9.5950 -1.3501
C -2.4160 3.5430 -0.3898
C 6.2172 -2.5776 0.1714
C 2.9480 1.7295 -0.2009
C -4.0498 5.5533 3.2443
C -1.2380 0.4461 -1.3268
C -3.7914 2.2728 1.1573
C -3.6468 1.3005 2.3528
C -2.5169 1.7651 3.2787
C 3.7648 -7.6383 -2.4157
C 2.1010 -4.1133 -0.7477
C 0.0534 4.3731 -0.4623
C 7.3065 -3.7700 -1.3960
C -2.6213 7.2924 3.1736
C 3.0663 0.7438 0.9878
C 1.4512 -5.1141 -1.6642
H -3.5873 0.2374 2.0965
H 5.8604 -3.1404 -2.8919
H -5.6591 -1.2040 0.3806
H 5.0488 -9.9827 -1.6053
H 2.2613 4.4149 -0.3810
H -2.4419 0.0624 0.3576
H 4.0644 0.2799 0.8988
H 1.7513 -0.6315 2.0122
H 6.8716 -4.7716 -1.4365
H 3.1473 -3.9389 -0.9909
H -2.1608 3.7135 -1.4481
H 7.0090 -1.8738 -2.4165
H -5.3565 7.2111 3.7691
H -0.0466 3.9911 -1.4931
H -5.5964 -0.7849 -2.9554
H 1.2789 2.3112 -1.4401
H 2.4820 -1.3332 0.5595
H -4.8501 5.1570 2.6200
H -3.4782 1.1497 -3.5505
H 3.1995 -8.3667 0.2253
H 3.1549 1.1609 -1.1221
H -1.4086 4.8134 1.0158
H -4.5588 1.4166 2.9624
H 3.7001 2.5221 -0.0746
H -3.2435 4.2420 -0.1981
H 3.4331 -10.4184 -1.0163
H 8.3125 -3.8043 -1.8091
H 1.4598 3.9541 1.1471
H 0.8069 1.7975 0.2205
H -4.8151 6.2461 5.1560
H -3.4454 3.2209 1.6130
H 4.9605 -8.5522 0.3332
H -1.1315 1.1339 0.7404
H -5.2875 3.5535 -1.0132
H 1.1150 -0.2028 0.4292
H 0.0508 5.4689 -0.5620
H 1.4998 -6.1297 -1.2768
H -3.5148 -1.2713 -2.2046
H -0.8407 3.1610 1.1749
H 3.0946 1.2799 1.9495
H -3.5669 4.7272 3.7669
H 1.8751 -5.0976 -2.6684
H 2.0252 -4.3959 0.3052
H -1.2256 2.0925 -2.1759
H -1.0233 -0.6376 -1.3704
```

4.
The following is a DFT calculation (ωB97M-V with the def2-TZVPD basis set) of C28H45N2O2PS2W as an isolated structure.

Properties
**Spin multiplicity**: 2
**HOMO energy (alpha / beta)**: -10.950 / -11.226 eV
**Maximum force**: 0.0288 hartree/bohr
**LUMO level (alpha / beta)**: -3.4 / -5.6 eV
**Net charge**: +1

```
81
C28H45N2O2PS2W (ωB97M-V with the def2-TZVPD basis set)
W 0.4987 0.0830 0.3749
S -1.1851 -1.5075 0.3522
S 1.4437 0.0745 2.2197
P -1.3362 -1.5968 2.5962
O -1.8537 -0.0886 2.8185
O -2.7495 -2.3650 2.7781
N 0.0658 1.9486 0.0604
N 1.8291 -0.5158 -0.6950
C -4.8839 1.5569 -0.5305
C -3.2087 0.3615 3.0261
C 1.7227 -3.3617 -1.3830
C -0.8647 0.8908 -1.8690
C 1.5536 -3.6341 0.1155
C -1.0980 1.6141 -0.6974
C 3.9655 -2.9522 -2.3205
C 5.0214 -0.7892 -2.4628
C 4.4540 1.6182 -0.1779
C 2.8625 -2.4198 -1.6891
C 3.9620 -0.1728 -1.8315
C 4.0859 1.3157 -1.6324
C -0.6127 3.3433 2.0308
C 0.4536 -2.9318 -2.1239
C -2.4132 1.8437 -0.2632
C 1.6690 3.5289 1.0442
C -1.9360 0.3189 -2.5790
C -3.4692 1.3059 -0.9657
C 0.2012 3.2901 0.7260
C -2.7703 -3.8088 2.8718
C -2.0208 -4.3323 4.0758
C 2.8586 -1.0014 -1.3865
C -1.6613 -0.4806 -3.8202
C -0.2634 4.3528 -0.2669
C 2.9037 2.1201 -2.1687
C 5.0430 -2.1600 -2.6961
C -3.6447 0.1690 4.4594
C -3.2110 0.5193 -2.1045
H 1.7573 4.4541 1.6126
H -2.5953 2.4257 0.6271
H -1.3330 4.3003 -0.4670
H -5.3250 2.3630 -1.1198
H 2.0893 2.7261 1.6480
H -2.1401 -5.4147 4.1276
H 0.6482 -2.8862 -3.1973
H -0.0487 5.3408 0.1418
H 4.5728 2.6899 -0.0230
H -3.1834 1.4234 2.7755
H -0.6223 2.3759 2.5360
H 0.0866 -1.9576 -1.8101
H -0.3430 -3.6578 -1.9573
H 2.0251 2.0574 -1.5351
H 4.9467 1.6051 -2.2393
H 3.9873 -4.0134 -2.5294
H 0.6449 -4.2110 0.2927
H 5.3969 1.1361 0.0825
H 5.8578 -0.1851 -2.7892
H -2.3846 -0.2578 -4.6040
H -2.3847 -4.2243 1.9368
H -3.8272 -4.0609 2.9335
H 3.6943 1.2572 0.5149
H -0.6632 -0.2765 -4.2057
H -4.9279 1.8458 0.5186
H 0.2682 4.2528 -1.2148
H 5.8960 -2.6077 -3.1889
H 2.6300 1.7864 -3.1723
H -3.8688 -0.1403 2.3176
H -0.1671 4.0698 2.7100
H 3.1813 3.1732 -2.2410
H 1.4937 -2.7315 0.7179
H 2.2548 3.6288 0.1345
H -2.4179 -3.8988 4.9937
H 0.1351 0.8744 -2.2890
H -5.5037 0.6725 -0.6751
H -2.9831 0.7079 5.1365
H -4.0507 0.0851 -2.6356
H 2.4019 -4.2145 0.4815
H 2.0171 -4.3148 -1.8273
H -4.6552 0.5598 4.5891
H -3.6506 -0.8843 4.7319
H -1.7250 -1.5508 -3.6119
H -1.6424 3.6556 1.8601
H -0.9539 -4.1163 4.0270
```

5.
The following is a DFT calculation (ωB97M-V with the def2-TZVPD basis set) of a 6-piece molecular cluster, C28H45N6O2S overall.

Properties
**Spin multiplicity**: 1
**HOMO energy**: -11.886 eV
**Maximum force**: 0.0845 hartree/bohr
**LUMO level**: -5.0 eV
**Net charge**: +1

```
82
C28H45N6O2S (ωB97M-V with the def2-TZVPD basis set)
S -3.6361 3.0246 1.3409
O -5.2913 3.1534 0.9457
O -4.8305 5.2289 1.2817
N 3.3861 0.0176 -0.6950
N -5.6123 0.2701 8.1242
N -0.2568 -6.9448 3.1492
N -5.5482 4.4974 0.6752
N -1.6819 -1.1405 2.2356
N 3.8844 2.4919 -6.0528
C 1.1218 -3.1156 1.5394
C 2.6469 2.6862 -8.3501
C 0.3200 -4.3911 1.7709
C 3.3418 2.5791 -7.0639
C 3.3125 0.7664 -1.5681
C 1.6735 3.4512 1.0879
C 1.7021 -8.6801 3.1555
C -0.5997 -1.5178 2.3615
C 1.8122 1.7840 -3.2715
C -5.3183 -0.0697 4.3067
C -0.7381 4.1708 0.2721
C 3.1528 3.9340 1.5494
C -5.3422 0.9231 7.2166
C 1.7888 3.9486 -8.4434
C -4.9925 1.7521 6.0597
C 1.3167 1.9317 1.0778
C 1.3790 0.4859 -3.9412
C 2.7526 -8.3751 2.0867
C 0.6211 3.9526 -7.4645
C -5.7270 1.3170 4.7905
C -0.1138 1.5163 0.6753
C 2.2206 -8.5179 0.6660
C 0.6922 4.5821 0.6775
C 3.2208 1.7150 -2.6817
C -2.6514 2.3284 -0.1106
C 0.6064 -7.7062 3.1532
C -1.1176 2.6441 0.2817
C 0.7744 -2.0006 2.5272
H 0.9542 5.6991 0.6598
H -0.7488 -4.2270 1.6105
H -5.2510 2.7927 6.2794
H 0.3905 0.6069 -4.3918
H -5.8308 -0.3079 3.3712
H 2.1859 -3.3503 1.6392
H 1.0878 2.0474 -2.4927
H 3.0381 4.2412 2.6472
H 3.5913 -9.0663 2.2151
H 2.0274 1.7993 -8.5125
H 0.9660 -2.7721 0.5114
H 3.4317 4.8028 0.8676
H 3.3904 2.7032 -9.1529
H 1.3179 -0.3351 -3.2218
H 1.4260 -7.7955 0.4613
H -3.9110 1.7236 5.8953
H 2.0786 0.2001 -4.7312
H 2.1831 -8.6683 4.1384
H 2.4047 4.8375 -8.2741
H -3.4162 2.0726 2.3508
H -0.0196 3.0791 -7.6144
H 1.8248 -9.5225 0.4943
H 0.6441 -5.1696 1.0764
H 3.9398 1.4450 -3.4607
H 0.4614 -4.7640 2.7863
H 3.8911 3.0663 1.4585
H 1.4638 -1.1640 2.3737
H 0.9241 -2.3489 3.5534
H -6.8088 1.3375 4.9541
H 3.5026 2.7099 -2.3230
H -0.4869 0.4312 0.6591
H 2.0598 1.1021 1.3601
H 0.9679 3.9515 -6.4276
H 1.3030 -9.6884 3.0115
H 0.0119 4.8480 -7.6099
H 3.0226 -8.3425 -0.0551
H 1.7854 2.5849 -4.0166
H -1.5360 4.9392 -0.0174
H 3.1487 -7.3636 2.2238
H -5.5103 2.0406 3.9957
H -4.2404 -0.1212 4.1250
H -2.8423 1.2155 -0.2604
H -5.5811 -0.8408 5.0346
H 1.3908 4.0250 -9.4598
H -2.9014 2.8523 -1.0968
```